(1)
Density functional theory data (ωB97M-V with the def2-TZVPD basis set) for a 2-piece molecular cluster, C14H24Cl2N3OS overall in a non-equilibrium geometry.

Each line ends with the Löwdin charge.
CARTESIAN COORDINATES (ANGSTROEM)
C  -5.95395  -1.74406  3.58395  0.138
C  -5.43105  -1.04316  2.77222  -0.154
C  -4.90917  -0.16116  1.73516  -0.203
C  -4.13677  1.01328  2.35748  -0.175
C  -2.76079  0.63312  2.91577  -0.124
N  -1.59307  0.89617  2.01232  -0.023
C  -0.38897  0.07257  2.36769  -0.112
C  0.48358  -0.19591  1.13222  -0.157
C  -0.27173  -0.99279  0.04517  -0.302
C  0.29154  -0.76998  -1.34780  -0.618
Cl  1.84107  0.01206  -1.45937  0.777
C  -0.27812  -1.15245  -2.50513  -0.728
C  0.30764  -0.89911  -3.85939  -0.127
Cl  -1.77329  -2.01939  -2.49587  0.732
N  -1.71235  -0.62027  0.16183  0.080
C  -1.85833  0.65342  0.68673  -0.374
N  -2.19229  1.60282  -0.13059  0.327
H  -6.51208  -2.37892  4.23064  0.039
H  -5.72610  0.20173  1.11653  0.125
H  -4.27637  -0.77759  1.09138  0.099
H  -4.09535  1.87469  1.69532  0.103
H  -4.71956  1.34361  3.21337  0.122
H  -2.60037  1.24467  3.79730  0.130
H  -2.79022  -0.41247  3.22779  0.123
H  0.21674  0.68830  3.02620  0.135
H  -0.66012  -0.84156  2.89642  0.129
H  0.78527  0.77852  0.75806  0.094
H  1.35730  -0.75324  1.45216  0.130
H  -0.20614  -2.05206  0.28231  0.158
H  1.34261  -1.21583  -3.91209  0.074
H  -0.27973  -1.41705  -4.61035  0.069
H  0.24074  0.16617  -4.07509  0.089
H  -2.11074  -1.27111  0.83302  0.136
H  -2.45575  1.33912  -1.07141  0.159
H  -2.16250  2.57795  0.13195  0.161
C  7.45256  1.03818  -3.04011  -0.270
S  6.41252  1.42825  -1.62784  0.795
O  7.24424  1.27141  -0.41161  -0.544
C  5.38011  -0.04193  -1.74502  -0.300
H  8.20719  1.81696  -3.12255  0.052
H  7.93471  0.07340  -2.88334  0.060
H  6.84502  1.02048  -3.94515  0.053
H  6.00014  -0.93584  -1.67596  0.062
H  4.83435  -0.02975  -2.68945  0.042
H  4.67760  -0.02127  -0.91486  0.012

Computed properties:
Total charge = +1
HOMO level = -10.64 eV
Kohn-Sham gap = 6.71 eV
LUMO = -3.938 eV



(2)
Density functional theory data (ωB97M-V with the def2-TZVPD basis set) for C24H20AgN5O as an isolated structure in a non-equilibrium geometry.

Each line ends with the Löwdin charge.
CARTESIAN COORDINATES (ANGSTROEM)
Ag  -0.13179  0.11590  -0.71384  0.765
C  3.66707  2.37647  0.47787  -0.073
C  2.40870  1.89437  -0.08106  -0.322
N  1.67188  0.95643  0.54249  -0.055
N  2.09078  0.43422  1.62703  0.024
C  1.10233  -0.43242  2.09825  -0.456
O  0.10949  -0.75795  1.49704  -0.043
C  1.39860  -1.00317  3.45852  -0.153
C  2.39685  -0.61744  4.27550  -0.062
C  2.41682  -0.95008  5.63811  -0.078
C  1.65919  -2.04198  6.04109  -0.106
C  0.66615  -2.55017  5.19793  -0.090
C  0.45358  -1.94615  3.95067  -0.019
C  1.95572  2.33958  -1.36296  -0.201
C  2.74518  3.16936  -2.20946  -0.034
C  2.29501  3.61068  -3.43073  -0.069
C  1.06437  3.05711  -3.85163  -0.101
C  0.41053  2.12530  -3.07945  -0.195
N  0.78838  1.77730  -1.86853  -0.001
H  4.48563  2.27270  -0.29178  0.088
H  3.88296  1.65828  1.29854  0.067
H  3.60321  3.44252  0.80071  0.095
H  3.16126  0.04604  3.95234  0.096
H  3.08886  -0.32631  6.28057  0.116
H  1.74450  -2.48406  7.03528  0.098
H  0.06399  -3.42527  5.45825  0.100
H  -0.47762  -2.12669  3.41331  0.109
H  3.65274  3.57522  -1.74659  0.099
H  2.79708  4.35893  -4.02913  0.103
H  0.64143  3.39408  -4.82111  0.103
H  -0.59886  1.76508  -3.45348  0.119
C  -4.27150  0.75383  0.81813  -0.059
C  -5.02013  -0.18944  0.12514  -0.048
C  -4.35334  -0.94451  -0.84803  0.015
C  -2.98640  -0.68852  -1.15018  -0.205
N  -2.37490  0.26764  -0.43120  0.032
C  -2.94546  0.98587  0.45938  -0.150
C  -2.26820  -1.42778  -2.12328  -0.208
C  -2.89303  -2.33606  -2.97773  -0.025
C  -2.18852  -3.14025  -3.82226  -0.064
C  -0.79809  -3.00716  -3.84384  -0.056
C  -0.20979  -2.03374  -3.03604  -0.107
N  -0.92376  -1.17339  -2.26003  0.027
H  -4.68090  1.36562  1.68980  0.130
H  -6.03278  -0.34302  0.48998  0.110
H  -4.91598  -1.56012  -1.47349  0.075
H  -2.37530  1.82783  0.95437  0.139
H  -3.99299  -2.46451  -2.94033  0.118
H  -2.76542  -3.91849  -4.28673  0.109
H  -0.10348  -3.72596  -4.37837  0.127
H  0.88592  -1.95577  -3.06908  0.117

Computed properties:
HOMO level = -6.42 eV
Kohn-Sham gap = 5.72 eV
LUMO = -0.695 eV



(3)
Density functional theory data (ωB97M-V with the def2-TZVPD basis set) for an isolated molecule of C3H6S3 in a non-equilibrium geometry.

Each line ends with the Löwdin charge.
CARTESIAN COORDINATES (ANGSTROEM)
C  0.06765  -0.82873  -0.20577  -0.460
C  -0.33670  2.24831  0.24830  -0.829
C  0.64986  -1.33709  -1.30075  -0.588
S  0.62226  1.77445  1.72979  0.534
S  -0.94398  0.70922  -0.53285  0.862
S  1.65312  -2.69532  -0.93754  0.774
H  0.27391  -0.83956  0.80568  0.006
H  0.28280  2.65648  -0.48803  -0.084
H  0.61270  -0.97612  -2.34289  0.085
H  0.42696  2.95647  2.35670  -0.159
H  -1.77107  0.39663  0.47760  -0.031
H  1.26812  -2.76518  0.34132  -0.110

Computed properties:
Relative energy (zero: lowest compared OMol25 entry of this formula, charge and spin) = 4.1353 eV
HOMO level = -7.39 eV
Kohn-Sham gap = 7.72 eV
LUMO = 0.326 eV



(4)
Density functional theory data (ωB97M-V with the def2-TZVPD basis set) for an isolated molecule of C6H2N4 in a non-equilibrium geometry.

Each line ends with the Löwdin charge.
CARTESIAN COORDINATES (ANGSTROEM)
N  -2.36200  0.42853  2.02007  0.201
C  -1.43191  -0.00649  1.49671  -0.206
C  -0.20460  -0.28746  0.89272  -0.171
C  0.23178  -1.60581  0.75821  -0.214
N  0.71635  -2.65144  0.67569  0.228
C  -0.13092  0.62940  -0.75484  -0.134
C  1.03711  1.48977  -0.70051  -0.217
N  1.99588  2.07400  -0.70493  0.206
C  0.14169  -0.34407  -1.70941  -0.259
N  0.50451  -1.19134  -2.39529  0.230
H  0.55698  0.23634  1.46629  0.156
H  -1.05489  1.22857  -1.04472  0.179

Computed properties:
Relative energy (zero: lowest compared OMol25 entry of this formula, charge and spin) = 0.0000 eV
HOMO level = -12.22 eV
Kohn-Sham gap = 10.82 eV
LUMO = -1.405 eV
SMILES = N#CC(C#N)C(C#N)C#N